[1]
A structure of composition C60H55BBaBr5GeN3O6PS, computed with ωB97M-V with the def2-TZVPD basis set.

Geometry as XYZ:
```
134
Properties=species:S:1:pos:R:3:mulliken_spin:R:1
Ba 1.115 0.245 -0.945 0.070
C 1.069 -2.740 3.929 0.009
C 1.034 -4.166 3.473 -0.006
C 1.713 -5.141 4.191 0.000
C 1.721 -6.466 3.782 0.001
C 1.034 -6.833 2.640 0.000
C 0.345 -5.871 1.921 -0.001
C 0.337 -4.538 2.321 0.007
P -0.544 -3.237 1.371 0.005
C -1.154 -4.151 -0.092 0.019
C -2.485 -4.519 -0.257 -0.018
C -2.921 -5.127 -1.421 0.000
C -2.023 -5.368 -2.444 0.000
C -0.697 -5.007 -2.295 0.001
C -0.235 -4.404 -1.132 0.002
C 1.214 -4.053 -1.010 0.000
C -2.046 -3.067 2.411 0.131
C -2.626 -4.161 3.038 -0.138
C -3.774 -4.039 3.803 0.204
C -4.376 -2.796 3.964 -0.096
C -3.813 -1.682 3.375 0.209
C -2.630 -1.782 2.601 0.146
C -2.088 -0.582 2.072 0.241
H 1.609 -2.653 4.872 0.000
H 0.068 -2.330 4.075 -0.003
H 1.571 -2.126 3.178 0.000
H 2.260 -4.845 5.077 0.000
H 2.272 -7.201 4.354 0.000
H 1.039 -7.861 2.300 0.000
H -0.185 -6.157 1.024 0.000
H -3.198 -4.322 0.529 0.001
H -3.963 -5.395 -1.527 0.000
H -2.356 -5.823 -3.368 0.000
H 0.007 -5.171 -3.100 0.000
H 1.709 -4.045 -1.981 0.000
H 1.754 -4.750 -0.363 0.000
H 1.355 -3.064 -0.558 0.001
H -2.167 -5.133 2.916 0.003
H -4.200 -4.918 4.271 0.012
H -5.280 -2.695 4.553 -0.004
H -4.265 -0.707 3.507 0.003
H -1.173 -0.556 1.506 0.336
H -2.589 0.356 2.251 -0.097
Br 5.855 -5.262 -0.007 0.000
C 4.939 -3.827 -0.834 0.000
C 4.804 -3.758 -2.198 0.000
Br 5.536 -5.119 -3.298 0.000
C 4.112 -2.697 -2.793 0.000
Br 3.899 -2.559 -4.661 0.000
C 3.505 -1.684 -2.044 0.000
O 2.854 -0.711 -2.567 0.000
C 3.641 -1.775 -0.589 0.001
O 3.075 -0.870 0.155 0.008
C 4.371 -2.818 -0.045 0.000
Br 4.481 -2.853 1.848 0.000
C -2.989 3.736 -1.422 0.000
Ge -1.199 3.170 -0.661 0.000
C -0.262 4.775 -1.525 0.001
C 0.663 4.523 -2.537 0.001
C 1.299 5.540 -3.234 0.000
C 1.034 6.863 -2.922 0.000
C 0.117 7.142 -1.919 0.000
C -0.517 6.112 -1.249 0.000
C -1.436 3.948 1.208 -0.005
C -2.665 3.896 1.817 0.002
C -2.879 4.298 3.150 0.000
C -1.850 4.778 3.904 0.000
C -0.554 4.859 3.340 0.000
C 0.543 5.357 4.088 0.001
C 1.787 5.436 3.537 0.000
C 2.001 4.995 2.212 0.001
C 0.958 4.502 1.483 0.000
C -0.355 4.435 2.011 0.001
H -3.273 4.740 -1.115 0.000
H -3.791 3.044 -1.166 0.000
H -2.897 3.716 -2.506 0.000
H 0.870 3.492 -2.811 0.000
H 1.994 5.297 -4.032 0.000
H 1.529 7.666 -3.456 0.000
H -0.106 8.172 -1.661 0.000
H -1.233 6.362 -0.471 0.000
H -3.521 3.538 1.256 0.001
H -3.877 4.241 3.571 0.000
H -2.006 5.105 4.926 0.000
H 0.369 5.683 5.108 0.000
H 2.614 5.824 4.121 0.000
H 2.986 5.026 1.766 0.000
H 1.139 4.153 0.477 0.000
Br -4.095 1.361 -4.530 0.000
C -4.233 -0.002 -3.211 0.000
C -4.944 -1.156 -3.532 -0.001
C -5.068 -2.108 -2.545 -0.003
C -4.486 -1.877 -1.299 0.005
C -3.778 -0.705 -1.116 -0.032
N -3.655 0.218 -2.066 0.000
H -5.372 -1.284 -4.514 0.000
H -5.607 -3.027 -2.736 0.000
H -4.564 -2.591 -0.497 0.003
H -3.274 -0.494 -0.179 0.028
N 4.654 1.203 -1.206 0.000
C 4.090 2.447 -1.213 0.000
N 3.885 3.017 -2.452 0.000
O 3.803 3.043 -0.179 0.000
H 4.483 0.640 -2.030 0.000
H 4.415 0.701 -0.356 0.000
H 3.749 2.390 -3.231 0.000
H 3.238 3.792 -2.408 0.000
O -1.044 -0.693 -4.436 0.000
B -0.427 -0.065 -3.243 -0.005
O -0.119 1.315 -3.723 0.001
C -0.490 1.395 -5.015 -0.001
C -0.415 2.489 -5.851 0.000
C -0.896 2.337 -7.151 0.000
C -1.424 1.129 -7.581 0.000
C -1.502 0.030 -6.727 0.000
C -1.035 0.185 -5.438 0.001
H -0.011 3.427 -5.497 0.000
H -0.855 3.176 -7.833 0.000
H -1.792 1.037 -8.594 0.000
H -1.922 -0.912 -7.049 0.000
O 0.899 1.300 1.200 -0.027
S 1.552 0.469 2.320 -0.057
C 3.197 1.157 2.652 0.000
C 3.163 1.808 4.031 0.001
C 2.041 1.124 4.818 0.007
C 0.856 1.093 3.865 0.053
H 3.405 1.837 1.824 0.000
H 3.879 0.309 2.582 0.000
H 2.928 2.869 3.931 0.000
H 4.133 1.720 4.525 0.000
H 1.788 1.641 5.746 0.000
H 2.336 0.101 5.077 0.000
H 0.480 2.092 3.635 0.006
H 0.032 0.452 4.171 -0.026
```

Summary:
Spin multiplicity   2
Net charge   -2
<S²>   0.788
Gap between HOMO and LUMO (spin up / spin down)   5.18 / 4.32 eV

***

[2]
A cluster of 2 separate species, C4H11N3 in total, computed with ωB97M-V with the def2-TZVPD basis set.

Geometry as XYZ:
```
18
Properties=species:S:1:pos:R:3:mulliken_charge:R:1
H -1.812 -1.732 -1.135 0.228
N -1.424 -0.840 -1.430 -0.612
C -2.286 0.046 -1.119 0.005
N -2.039 1.392 -1.233 -0.416
H -3.276 -0.210 -0.744 0.330
H -1.163 1.612 -1.665 0.242
H -2.843 1.910 -1.551 0.231
C 0.822 1.438 1.643 -0.760
C 0.807 0.218 1.121 -0.035
C 1.959 -0.389 0.382 -0.197
N 2.226 -1.778 0.776 -0.583
H -0.011 1.786 2.240 0.258
H 1.677 2.094 1.531 0.239
H -0.097 -0.386 1.076 0.156
H 1.769 -0.317 -0.697 0.186
H 2.850 0.206 0.583 0.275
H 2.364 -2.377 -0.018 0.235
H 1.445 -2.142 1.306 0.218
```

Summary:
Gap between HOMO and LUMO   9.75 eV

***

[3]
A cluster of 5 separate species, H10O5 in total, computed with ωB97M-V with the def2-TZVPD basis set.

Geometry as XYZ:
```
15
Properties=species:S:1:pos:R:3:mulliken_charge:R:1
O -2.462 -2.421 -1.204 -0.639
H -1.843 -2.999 -0.738 0.313
H -2.368 -1.555 -0.766 0.332
O -0.864 -0.035 -0.528 -0.680
H -0.638 0.589 -1.222 0.292
H -0.690 0.427 0.315 0.353
O 0.659 1.618 3.387 -0.628
H 0.313 1.427 4.262 0.318
H 0.790 2.554 3.328 0.315
O 1.212 1.944 -1.417 -0.636
H 1.745 1.200 -1.711 0.333
H 1.296 2.756 -1.890 0.309
O 1.205 -1.998 -0.332 -0.649
H 1.237 -2.057 -1.316 0.295
H 0.408 -1.452 -0.167 0.372
```

Summary:
Gap between HOMO and LUMO   11.23 eV

***

[4]
The molecule C25H28N2O4S2, computed with ωB97M-V with the def2-TZVPD basis set.

Geometry as XYZ:
```
61
Properties=species:S:1:pos:R:3:mulliken_charge:R:1
C -5.141 -2.141 2.127 -0.760
O -4.151 -3.081 1.784 -0.499
C -2.955 -2.621 1.324 0.695
C -2.032 -3.598 0.945 -0.830
C -0.794 -3.242 0.458 -0.531
C -0.456 -1.898 0.333 -0.568
N 0.813 -1.536 -0.190 0.059
C 1.068 -1.858 -1.579 -0.846
C -0.065 -1.424 -2.527 0.567
O -0.584 -2.199 -3.303 -0.702
N -0.397 -0.131 -2.407 0.438
C -1.416 0.485 -3.227 -1.001
C -1.930 1.761 -2.587 -0.279
S -3.099 1.427 -1.222 -0.058
C -2.979 3.048 -0.350 -1.289
C -1.659 3.191 0.329 0.796
C -0.629 3.924 -0.245 -0.485
C 0.619 3.970 0.353 -0.639
C 0.868 3.289 1.534 0.875
C 2.221 3.294 2.174 -1.575
C -0.174 2.581 2.124 -0.298
C -1.416 2.528 1.528 -0.571
S 1.549 -0.160 0.388 1.781
O 1.251 -0.035 1.780 -0.640
O 1.291 0.980 -0.466 -0.998
C 3.275 -0.602 0.212 -0.703
C 3.720 -1.750 0.840 -0.338
C 5.057 -2.097 0.742 -0.815
C 5.928 -1.292 0.023 -0.380
C 5.471 -0.140 -0.597 -0.795
C 4.134 0.210 -0.502 0.120
C -1.366 -0.927 0.712 0.481
C -2.606 -1.281 1.212 -0.500
H -6.010 -2.725 2.426 0.244
H -4.824 -1.511 2.964 0.298
H -5.405 -1.508 1.274 0.315
H -2.314 -4.634 1.037 0.441
H -0.090 -4.004 0.161 0.417
H 1.203 -2.938 -1.692 0.324
H 1.995 -1.354 -1.867 0.566
H 0.123 0.463 -1.766 0.167
H -2.221 -0.241 -3.374 0.455
H -0.997 0.727 -4.214 0.344
H -2.456 2.368 -3.326 0.476
H -1.097 2.325 -2.164 0.059
H -3.802 3.029 0.363 0.467
H -3.154 3.826 -1.092 0.434
H -0.803 4.472 -1.162 0.393
H 1.411 4.535 -0.118 0.341
H 2.191 3.830 3.123 0.400
H 2.959 3.767 1.531 0.334
H 2.527 2.268 2.374 0.277
H 0.005 2.044 3.043 0.267
H -2.212 1.960 1.988 0.351
H 3.015 -2.347 1.396 0.470
H 5.421 -2.990 1.226 0.408
H 6.971 -1.563 -0.052 0.403
H 6.154 0.485 -1.152 0.422
H 3.740 1.100 -0.968 0.513
H -1.100 0.114 0.618 0.368
H -3.296 -0.498 1.484 0.336
```

Summary:
Gap between HOMO and LUMO   8.66 eV

***

[5]
The molecule CH3NOS3, computed with ωB97M-V with the def2-TZVPD basis set.

Geometry as XYZ:
```
9
Properties=species:S:1:pos:R:3:mulliken_charge:R:1
O -1.760 -0.030 1.039 -0.404
N -1.391 -0.076 -0.098 0.253
S -2.270 -0.105 -1.450 -0.117
C 0.045 0.022 -0.247 -0.093
S 0.583 -1.552 0.556 -0.182
S 0.704 1.511 0.636 -0.171
H 0.240 -0.069 -1.372 0.380
H 1.848 -1.153 0.912 0.159
H 2.002 1.452 0.024 0.174
```

Summary:
Gap between HOMO and LUMO   8.24 eV

***

Table of relative energy (zero: lowest compared OMol25 entry of this formula, charge and spin) (kJ/mol), in record order: 0.0 198.4 106.7 14.7 218.4